No. 1
The following is a DFT calculation (ωB97M-V/def2-TZVPD) of a molecular structure, C14H19Br3O at a distorted geometry.

XYZ file:
```
37
Properties=species:S:1:pos:R:3:forces:R:3
C 2.9632 -1.1269 0.4272 -0.015 -0.213 -0.146
C 3.3308 0.0197 1.1140 -0.090 0.219 0.110
C 2.6429 1.2078 0.9029 -0.097 -0.141 -0.108
C 1.5778 1.2597 0.0032 0.033 0.034 -0.076
C 0.8074 2.5443 -0.1858 0.233 0.079 0.287
C -0.0952 2.9143 1.0145 0.054 0.058 -0.022
C -1.5540 2.4913 0.8439 0.451 -0.297 0.367
C -1.7772 0.9816 0.9692 -1.248 -0.108 -1.009
C -2.7787 0.4688 -0.0988 0.028 -0.386 1.115
C -2.9017 -0.9744 0.3560 -0.068 -0.126 -0.866
O -2.9384 -0.8853 1.7761 -0.218 0.082 0.042
C -2.5338 0.4404 2.1778 1.088 -0.731 0.138
C 1.2398 0.1081 -0.6981 0.058 0.000 0.033
C 1.9243 -1.0851 -0.4921 -0.182 0.239 0.097
H 3.4884 -2.0580 0.5997 0.042 0.013 0.024
H 4.1419 -0.0085 1.8308 0.024 -0.021 -0.042
H 2.9272 2.1092 1.4348 0.025 -0.040 0.039
H 0.2260 2.4979 -1.1090 -0.060 0.009 0.022
H 1.5311 3.3540 -0.3102 0.009 -0.039 -0.103
H 0.3235 2.4604 1.9176 -0.036 0.020 0.022
H -0.0382 3.9943 1.1682 -0.116 0.007 -0.041
H -1.8790 2.8057 -0.1507 -0.110 0.132 0.083
H -2.1759 3.0014 1.5841 -0.039 0.088 -0.082
H -0.8927 0.3533 0.8516 0.359 0.442 0.121
H -2.5257 0.6536 -1.1392 0.007 -0.054 -0.019
H -3.7427 0.8942 0.2043 -0.033 0.437 -0.745
H -3.7946 -1.4589 -0.0502 -0.167 0.037 0.395
H -2.0629 -1.5925 0.0065 0.165 0.118 0.267
H -1.8619 0.2858 3.0243 -0.218 0.226 0.216
H -3.3977 1.0448 2.4665 0.013 0.074 -0.064
H 0.4195 0.1630 -1.4059 0.009 -0.119 -0.032
H 1.6247 -1.9737 -1.0362 0.052 0.397 0.170
C 1.4407 -5.0265 -3.5805 0.015 -0.029 0.018
Br 1.3195 -3.7729 -5.0319 0.000 0.008 -0.015
Br 2.5734 -6.5155 -4.0201 0.005 0.007 0.003
Br 1.9996 -4.1584 -1.9560 0.038 -0.416 -0.207
H 0.4487 -5.4170 -3.4085 -0.012 -0.005 0.005
```
Positions in Å, forces in eV/Å.

Calculated values
* gap between HOMO and LUMO: 0.331 Ha
* relative energy (zero: lowest compared OMol25 entry of this formula, charge and spin): 0.00 kJ/mol
* LUMO: -0.04 eV
* DFT total energy: -227000.1668 eV
* F_max: 0.0313 Eh/bohr
* HOMO level: -9.05 eV

=====

No. 2
The following is a DFT calculation (ωB97M-V/def2-TZVPD) of a molecular structure, C13H19AsF6NO5S2Tl.

XYZ file:
```
48
Properties=species:S:1:pos:R:3:forces:R:3
Tl 0.2830 -0.4355 -0.9740 -0.012 0.018 -0.026
C 1.0754 5.1656 1.0073 -0.002 0.011 0.004
C 1.7426 3.8270 0.8524 0.020 0.011 -0.024
C 1.2286 2.7016 1.4838 0.018 -0.053 -0.017
C 1.8010 1.4525 1.2824 -0.013 0.000 0.017
C 2.9019 1.3256 0.4471 0.021 0.127 0.007
C 3.4567 2.4491 -0.1580 0.030 -0.006 0.020
C 2.8724 3.6851 0.0449 -0.026 0.034 0.022
S 3.5308 -0.2814 0.0577 -0.134 0.018 0.051
O 2.8440 -1.2102 0.9232 0.131 -0.030 0.027
O 4.9696 -0.2092 0.0586 0.027 -0.040 0.016
N 2.9435 -0.5790 -1.4300 -0.062 -0.009 -0.027
C 3.5123 0.0659 -2.4666 0.062 -0.081 -0.058
C 2.4806 1.6526 -2.9635 0.028 0.177 -0.051
O 3.2594 2.3794 -3.5107 0.009 0.008 -0.032
O 1.3255 1.5033 -2.6492 -0.043 -0.086 0.023
H 0.4305 5.1858 1.8845 0.007 -0.011 0.006
H 0.4493 5.3788 0.1381 0.009 -0.005 -0.003
H 1.8102 5.9679 1.0917 -0.004 -0.007 -0.001
H 0.3617 2.7867 2.1252 -0.070 -0.004 0.005
H 1.3960 0.5823 1.7819 -0.012 -0.019 -0.011
H 4.3315 2.3587 -0.7891 -0.018 -0.026 0.027
H 3.2929 4.5568 -0.4440 -0.008 -0.006 0.001
H 3.3206 -0.3762 -3.4431 -0.027 -0.025 0.014
H 4.5033 0.5005 -2.3555 0.001 -0.009 0.013
F -1.4090 0.5323 1.2421 0.083 -0.091 -0.020
As -2.7504 1.2061 2.1640 0.056 0.069 -0.056
F -3.7508 1.0257 0.7516 -0.016 -0.035 -0.033
F -3.1791 -0.4074 2.6524 -0.015 -0.107 0.044
F -4.0772 1.8506 3.0544 -0.084 0.052 0.066
F -1.7042 1.3481 3.5366 0.044 0.001 0.046
F -2.2819 2.7887 1.6405 0.019 0.091 -0.024
C -2.5658 -5.3341 -1.0817 -0.010 -0.036 -0.012
C -3.4214 -4.2406 -1.7004 -0.080 -0.126 -0.013
S -2.7773 -2.5652 -1.5392 0.190 0.090 -0.091
O -1.3162 -2.6540 -1.9067 -0.153 0.035 0.064
C -2.8711 -2.3088 0.2472 -0.031 -0.033 0.029
C -1.7908 -2.9893 1.0746 -0.016 0.025 0.013
H -2.8091 -6.2970 -1.5327 0.001 0.003 0.001
H -2.7275 -5.4150 -0.0089 0.001 -0.007 -0.044
H -1.5097 -5.1301 -1.2604 -0.008 0.006 -0.006
H -4.4386 -4.2102 -1.3022 0.013 -0.017 -0.003
H -3.5001 -4.3705 -2.7814 0.015 -0.018 -0.002
H -3.8849 -2.5907 0.5406 0.007 0.023 0.010
H -2.8149 -1.2265 0.3531 0.027 0.005 -0.015
H -2.0599 -4.0051 1.3585 0.000 0.049 0.025
H -1.6328 -2.4046 1.9789 0.007 0.006 0.021
H -0.8508 -3.0362 0.5238 0.016 0.027 -0.007
```
Positions in Å, forces in eV/Å.

Calculated values
* gap between HOMO and LUMO (spin up / spin down): 0.272 / 0.300 Ha
* spin multiplicity: 2
* relative energy (zero: lowest compared OMol25 entry of this formula, charge and spin): 0.00 kJ/mol
* LUMO (spin up / spin down): 2.18 / 1.31 eV
* DFT total energy: -129029.9574 eV
* F_max: 0.0045 Eh/bohr
* HOMO level (spin up / spin down): -5.21 / -6.86 eV
* total charge: -1